# 1
Computed, not measured: a single C3H2ClNOS molecule in a non-equilibrium geometry, with ωB97M-V/def2-TZVPD.

2S+1: 1
SMILES string: Sc1ncc(Cl)o1
Frontier orbital gap, eV: 9.59

Cartesian coordinates (Å):
S 0.6545 -1.6723 1.8919
C 0.1522 -0.5950 0.5646
N -0.3760 -0.8631 -0.5793
C -0.4537 0.4187 -1.1892
C 0.0439 1.3054 -0.3320
Cl 0.2645 2.9703 -0.4918
O 0.4191 0.6675 0.8223
H 0.0439 -2.8306 1.5341
H -0.7485 0.5990 -2.2208


# 2
Computed, not measured: a single CH2INO3S molecule in a non-equilibrium geometry, with ωB97M-V/def2-TZVPD.

2S+1: 1
SMILES string: [H]/N=C/OS(=O)(=O)I
Frontier orbital gap, eV: 9.81

Cartesian coordinates (Å):
H -2.2044 -0.4798 1.0151
N -1.2690 -0.5077 0.5059
C -0.1879 -0.7712 1.0534
O 0.9147 -0.4565 0.3006
S 0.3956 0.5733 -0.9435
O 0.1608 1.7723 -0.2610
O -0.4168 -0.0330 -1.8937
I 2.5498 0.8513 -1.8256
H 0.0571 -0.9488 2.0488


# 3
Computed, not measured: 2 unconnected molecules or ions with the total composition C3H3NS in a non-equilibrium geometry, with ωB97M-V/def2-TZVPD.

2S+1: 1
SMILES string: C=C=S.C#N
Frontier orbital gap, eV: 8.60

Cartesian coordinates (Å):
C 0.6385 1.3655 0.0699
C 1.6019 0.5264 0.0133
S 2.7306 -0.5846 0.0382
H 0.8867 2.5028 0.1369
H -0.4008 0.8858 0.0647
C -1.9010 -1.5818 -0.0175
N -1.7685 -0.4469 -0.0895
H -1.7875 -2.6672 -0.2159


# 4
Computed, not measured: 12 unconnected molecules or ions with the total composition C36H54O36 in a non-equilibrium geometry, with ωB97M-V/def2-TZVPD.

2S+1: 1
SMILES string: COC(=O)OC.COC(=O)OC.COC(=O)OC.O=C1OCCO1.O=C1OCCO1.O=C1OCCO1.O=C1OCCO1.O=C1OCCO1.O=C1OCCO1.O=C1OCCO1.O=C1OCCO1.O=C1OCCO1
Frontier orbital gap, eV: 10.34

Cartesian coordinates (Å):
C 16.0348 -5.8828 1.0931
O 14.7413 -5.6209 1.5479
C 13.6853 -6.3148 1.1483
O 13.7881 -7.3741 0.5189
O 12.5117 -5.7300 1.4761
C 11.3216 -6.4486 1.3481
H 16.1229 -6.4672 0.1773
H 16.5296 -6.5057 1.8383
H 16.5957 -4.9484 1.0706
H 11.3289 -7.1409 2.1900
H 11.2693 -6.9655 0.3899
H 10.4046 -5.8600 1.3747
C 16.2984 -12.9859 -3.1001
O 15.3124 -13.9877 -2.6585
C 15.2277 -15.2304 -3.1929
O 15.5984 -15.4436 -4.3381
O 14.6037 -16.0852 -2.3388
C 14.2584 -17.3028 -2.8540
H 16.0192 -12.0232 -2.6719
H 16.4365 -13.0652 -4.1784
H 17.2149 -13.2263 -2.5611
H 13.6651 -17.2181 -3.7644
H 13.4913 -17.7641 -2.2320
H 15.0813 -18.0160 -2.9013
C 12.5805 -8.9251 -7.1663
O 13.6348 -8.4223 -6.3027
C 14.2401 -7.2162 -6.5280
O 14.2082 -6.5998 -7.5443
O 14.9443 -6.9283 -5.4063
C 15.6356 -5.7242 -5.2995
H 12.0009 -9.7905 -6.8446
H 12.9400 -9.2479 -8.1434
H 11.8898 -8.0853 -7.2418
H 14.9162 -4.9065 -5.2543
H 16.2222 -5.6556 -6.2156
H 16.3580 -5.6134 -4.4908
O 22.2131 -5.7789 -4.3403
C 22.4628 -4.6373 -4.6659
O 23.2023 -3.8481 -3.9349
C 23.4175 -2.5432 -4.5558
C 22.4958 -2.6555 -5.7796
O 21.9581 -3.9499 -5.7371
H 23.1117 -1.8683 -3.7564
H 24.4933 -2.5625 -4.7302
H 23.0272 -2.5288 -6.7228
H 21.6319 -2.0076 -5.6309
O 7.9479 -1.7245 -3.1187
C 8.3653 -1.8806 -4.2252
O 7.5812 -1.7552 -5.3188
C 8.2386 -2.2166 -6.4922
C 9.7002 -2.4090 -5.9422
O 9.6298 -2.0298 -4.5973
H 7.7169 -3.1183 -6.8130
H 8.3731 -1.5100 -7.3112
H 10.3259 -1.7629 -6.5579
H 10.0540 -3.4396 -5.9714
O 15.1850 1.5561 -6.1488
C 15.3216 2.5814 -6.8060
O 16.4580 2.9192 -7.4879
C 16.2362 4.1235 -8.1246
C 14.8594 4.5888 -7.7456
O 14.5592 3.6234 -6.7780
H 17.0043 4.8010 -7.7515
H 16.3426 4.0549 -9.2072
H 14.2339 4.5883 -8.6382
H 14.9430 5.5495 -7.2375
O 10.4939 -9.4984 -13.4392
C 9.5729 -10.2831 -13.3313
O 9.1193 -11.1137 -14.3036
C 7.9744 -11.8640 -13.8428
C 7.5726 -11.2368 -12.5514
O 8.6861 -10.3868 -12.3240
H 7.1774 -11.6026 -14.5389
H 8.2763 -12.9096 -13.7822
H 7.6958 -11.9938 -11.7770
H 6.6166 -10.7217 -12.6457
O 19.2589 1.1208 -1.8833
C 19.6217 2.2086 -2.2217
O 20.5554 2.5194 -3.0775
C 20.7779 3.9276 -3.2004
C 19.5706 4.4457 -2.4294
O 19.0386 3.3644 -1.7700
H 21.6114 4.1731 -2.5423
H 20.8383 4.2085 -4.2518
H 18.7556 4.9234 -2.9733
H 19.9456 5.0444 -1.5994
O 13.2889 -18.6431 -9.2798
C 13.0479 -17.4354 -9.3327
O 11.9213 -16.9219 -8.9926
C 11.9440 -15.5645 -9.2939
C 13.3565 -15.3524 -9.7407
O 14.0050 -16.5739 -9.5201
H 11.0680 -15.4243 -9.9271
H 11.8023 -15.0358 -8.3513
H 13.9098 -14.7244 -9.0424
H 13.4755 -15.0313 -10.7755
O 17.3361 -10.4502 -11.3108
C 18.3593 -10.5076 -10.6640
O 19.5993 -10.8639 -11.1717
C 20.5672 -10.5322 -10.2601
C 19.7936 -10.2573 -8.9902
O 18.5184 -9.9533 -9.4610
H 21.3641 -11.2701 -10.1675
H 21.0457 -9.5988 -10.5564
H 20.1915 -9.4027 -8.4430
H 19.8007 -11.1047 -8.3046
O 14.8072 -0.3214 -12.2318
C 15.1718 -1.4851 -12.4119
O 14.6093 -2.3432 -13.1792
C 15.2048 -3.6357 -12.8888
C 16.5133 -3.4135 -12.2916
O 16.2601 -2.0631 -11.9342
H 14.5053 -4.0452 -12.1601
H 15.2393 -4.3429 -13.7176
H 17.3318 -3.6390 -12.9752
H 16.5748 -4.0497 -11.4087
O 5.6083 -8.6673 -5.1181
C 4.7036 -8.0647 -4.4466
O 3.4941 -8.4918 -4.0782
C 2.9389 -7.5252 -3.2191
C 3.6355 -6.2286 -3.5200
O 4.8666 -6.6847 -3.9972
H 1.8921 -7.3729 -3.4819
H 3.0151 -7.8495 -2.1813
H 3.8202 -5.6360 -2.6240
H 3.1158 -5.6342 -4.2715


# 5
Computed, not measured: 7 unconnected molecules or ions with the total composition C41H65ClNO25PS in a non-equilibrium geometry, with ωB97M-V/def2-TZVPD.

2S+1: 1
SMILES string: C#CC[C@]1(CC)[C@@H](Cl)S(=O)(=O)O[C@](C=C)(P(=N)(O)O)[C@@]1(COCC)C[C@H](C)O.C[C@@H]1COC(=O)O1.C[C@@H]1COC(=O)O1.C[C@@H]1COC(=O)O1.C[C@@H]1COC(=O)O1.C[C@@H]1COC(=O)O1.C[C@@H]1COC(=O)O1
Frontier orbital gap, eV: 7.48

Cartesian coordinates (Å):
C -0.7493 1.2648 4.7747
C 0.1798 0.7266 3.8385
C 1.1477 -0.2055 2.9036
C 0.5617 -1.6644 2.4057
C -0.2117 -2.2470 3.7702
C 0.6704 -2.1930 5.1508
C 1.8953 -2.5626 2.0053
Cl 2.0740 -4.1790 2.9700
S 2.0377 -3.1795 0.2551
O 3.5475 -2.9949 -0.1751
O 1.8480 -4.7492 0.1634
O 0.9217 -2.5649 -0.8629
C 0.2410 -1.3297 -0.3321
C -0.9673 -1.0571 -1.4699
C -1.2192 -2.0599 -2.5551
P 1.4968 -0.0183 -0.7420
N 2.9274 -0.0211 0.0099
O 0.9755 1.6553 -0.7373
O 1.9208 -0.3165 -2.4510
C -0.4912 -1.5320 1.0998
C -1.6380 -0.3910 1.2775
O -1.2713 0.9973 1.0228
C -2.4216 1.9115 1.0072
C -2.2439 3.1546 2.1123
C -1.2746 -2.9828 1.0005
C -2.7498 -3.2092 1.5519
C -3.9708 -2.9685 0.4237
O -3.2256 -2.6383 2.7929
H -1.3602 2.0366 5.4360
H 1.4834 0.5196 2.0586
H 2.1226 -0.4236 3.5581
H -0.5513 -3.3767 3.6495
H -1.1983 -1.6525 4.0255
H 0.2434 -1.4031 5.9360
H 0.5581 -3.2474 5.6995
H 1.8198 -2.0277 5.0047
H 2.9061 -1.9743 2.2457
H -1.6146 -0.0829 -1.4938
H -0.9290 -1.8781 -3.6900
H -1.6741 -3.1310 -2.3150
H 3.0609 0.9374 0.4122
H 0.8750 1.9579 -1.7078
H 2.8056 -0.7896 -2.4593
H -1.9665 -0.4068 2.4267
H -2.6414 -0.5707 0.6816
H -3.4526 1.3922 1.1982
H -2.3940 2.4610 -0.0522
H -3.1688 3.0991 2.8270
H -1.2460 3.0869 2.7195
H -2.2837 4.1826 1.5393
H -1.3507 -3.4075 -0.1175
H -0.5564 -3.7916 1.5131
H -2.8367 -4.3950 1.7276
H -3.4847 -2.7327 -0.6181
H -4.4987 -1.9584 0.7719
H -4.7177 -3.8767 0.3846
H -3.2569 -3.3532 3.5061
C 2.0042 5.8188 -0.5633
C 0.6006 5.5015 -1.0397
C 0.2983 6.0095 -2.4168
O -1.1117 6.1532 -2.3803
C -1.4413 6.3881 -1.0726
O -2.5426 6.7407 -0.6908
O -0.3672 6.1776 -0.2533
H 2.0960 5.6295 0.5112
H 2.7444 5.2124 -1.0935
H 2.2469 6.8758 -0.7169
H 0.4092 4.4249 -0.9528
H 0.5962 5.3071 -3.2003
H 0.7370 6.9918 -2.6281
C 3.4860 7.1400 5.8845
C 3.3631 6.9216 4.3895
C 2.0482 7.3591 3.8188
O 1.9354 6.5420 2.6657
C 2.6435 5.4010 2.9313
O 2.6189 4.3970 2.2425
O 3.3789 5.5384 4.0756
H 4.3566 6.6062 6.2792
H 3.5877 8.2037 6.1181
H 2.6117 6.7497 6.4166
H 4.2076 7.3918 3.8709
H 2.0383 8.4181 3.5459
H 1.1941 7.1480 4.4729
C 5.4737 -5.7218 -4.2087
C 5.4187 -4.2073 -4.2414
C 4.9511 -3.5897 -2.9585
O 4.4147 -2.3535 -3.3992
C 3.9991 -2.5515 -4.6883
O 3.3236 -1.7631 -5.3248
O 4.4408 -3.7547 -5.1640
H 5.6000 -6.1224 -5.2198
H 6.3017 -6.0704 -3.5846
H 4.5421 -6.1453 -3.8182
H 6.3884 -3.8032 -4.5570
H 5.7656 -3.4272 -2.2471
H 4.1504 -4.1541 -2.4662
C -4.4201 2.7686 -2.9145
C -4.7506 1.4796 -2.1887
C -5.4546 0.4673 -3.0405
O -6.1617 -0.2953 -2.0770
C -6.3978 0.5424 -1.0204
O -7.1378 0.2859 -0.0879
O -5.6944 1.7070 -1.1544
H -4.1180 3.5429 -2.2018
H -3.6112 2.6164 -3.6349
H -5.2927 3.1588 -3.4495
H -3.8450 1.0646 -1.7295
H -4.7623 -0.1651 -3.6033
H -6.1837 0.9065 -3.7316
C 8.6132 -10.9136 -2.5819
C 8.4392 -9.6280 -3.3659
C 7.7158 -8.5522 -2.6139
O 7.1595 -7.7763 -3.6619
C 6.9812 -8.6277 -4.7189
O 6.3578 -8.3539 -5.7285
O 7.5938 -9.8278 -4.4873
H 8.9380 -11.7240 -3.2425
H 9.3521 -10.7895 -1.7849
H 7.6680 -11.2361 -2.1320
H 9.4109 -9.2805 -3.7375
H 8.3848 -7.9466 -1.9962
H 6.8941 -8.9278 -1.9929
C -7.9250 2.9269 1.3121
C -9.0895 3.7941 0.8766
C -8.9270 4.3855 -0.4908
O -9.7367 5.5467 -0.4132
C -9.7493 5.9203 0.9036
O -10.1930 6.9761 1.3176
O -9.1935 4.9508 1.6912
H -7.9888 2.7098 2.3834
H -7.9119 1.9825 0.7603
H -6.9684 3.4359 1.1522
H -10.0287 3.2351 0.9683
H -9.2796 3.7193 -1.2832
H -7.9003 4.6985 -0.7142


# 6
Computed, not measured: a single C3H6N2O molecule in a non-equilibrium geometry, with ωB97M-V/def2-TZVPD.

2S+1: 1
SMILES string: OCc1c[nH][nH]1
Frontier orbital gap, eV: 9.02

Cartesian coordinates (Å):
O 0.1218 0.4412 -2.1085
C -0.3825 -0.5215 -1.2066
C -0.1523 -0.0383 0.1814
C -0.5981 -0.2783 1.4339
N 0.5735 0.4540 1.9795
N 0.8526 0.8404 0.6274
H 0.0286 0.1017 -3.0117
H 0.1346 -1.4864 -1.3513
H -1.4586 -0.6889 -1.3572
H -1.3629 -0.8520 1.9167
H 0.4344 1.2477 2.6010
H 1.8090 0.7805 0.2954


The lowest frontier orbital gap belongs to which entry? C41H65ClNO25PS